No. 1
2 unconnected molecules or ions with the total composition C6H12N2. Source: OMol25; level of theory: wB97M-V/def2-TZVPD.

Atoms and positions in Å:
C1 1.50032 -0.52442 2.31546
C2 1.53543 0.09728 0.94079
C3 0.73760 1.20097 0.66800
N1 1.14572 1.58565 -0.56040
C4 2.14548 0.67851 -1.06325
N2 2.40622 -0.15335 -0.07430
H1 1.92599 -1.52784 2.41681
H2 0.42597 -0.67714 2.48598
H3 1.99350 0.13521 3.05822
H4 0.11571 1.79859 1.30925
H5 0.79828 2.27400 -1.19947
H6 2.47632 0.66111 -2.06440
C5 -2.05041 -0.57723 -0.27956
C6 -2.19534 -0.84976 -1.76816
H7 -1.05884 -0.93601 0.03338
H8 -2.13592 0.50913 -0.12377
H9 -2.85353 -1.06756 0.30019
H10 -1.22990 -0.66102 -2.22143
H11 -2.94089 -0.17896 -2.16306
H12 -2.74172 -1.78717 -2.01030

Calculated values
Structure (SMILES): Cc1c[nH]cn1.CC
Energy: -9396.0335 eV
Largest force on an atom: 0.0957 hartree/bohr
Energy relative to the best compared isomer or geometry (same formula, charge and spin): 78.8 kJ/mol



No. 2
A single C3H4N2O molecule. Source: OMol25; level of theory: wB97M-V/def2-TZVPD.

Atoms and positions in Å:
N1 0.92569 0.47109 1.53331
C1 0.40412 0.17446 0.28165
C2 -0.77980 -0.57166 -0.01077
C3 -0.79476 -0.58235 -1.36278
O1 0.26556 0.06058 -1.85816
N2 1.02218 0.55474 -0.81001
H1 0.22156 0.80070 2.17948
H2 1.68669 1.13692 1.46373
H3 -1.46337 -1.05810 0.67021
H4 -1.48789 -0.98638 -2.08665

Calculated values
Structure (SMILES): Nc1ccon1
Energy: -8202.1004 eV
Largest force on an atom: 0.0085 hartree/bohr
Energy relative to the best compared isomer or geometry (same formula, charge and spin): 172.2 kJ/mol



No. 3
A molecular structure, C11H9N3O5S. Source: OMol25; level of theory: wB97M-V/def2-TZVPD.

Atoms and positions in Å:
O1 2.13010 -1.55963 2.13343
O2 -0.29995 -1.09009 2.13631
N1 -4.32119 0.43395 -3.75966
N2 -1.01310 -1.25631 -1.08386
N3 -0.01047 -3.02472 -2.17667
O3 -1.03768 -2.44870 -2.94607
O4 -3.42115 -0.72013 -3.86954
O5 3.09270 1.69445 1.45355
C1 -4.10190 1.04161 -2.67729
C2 -1.60206 -1.48653 -2.18016
C3 -0.03382 -2.27351 -1.11981
C4 3.42203 2.69144 2.35765
C5 2.42259 2.79313 3.27903
C6 -3.04429 0.48991 -1.96378
C7 1.41226 1.83075 2.75570
C8 -2.73079 -0.61554 -2.65996
C9 1.84560 1.27100 1.60632
C10 0.87756 -2.54345 0.06016
C11 1.17455 0.33235 0.58244
S1 0.96084 -1.27335 1.32252
H1 -4.77694 1.75601 -2.32860
H2 4.31044 3.24618 2.40861
H3 2.42799 3.38294 4.23933
H4 -2.71766 0.73395 -0.93978
H5 0.39418 1.79060 3.19339
H6 0.72032 -3.49545 0.60802
H7 1.91683 -2.76134 -0.29844
H8 0.25217 0.71326 0.27859
H9 1.75086 0.34722 -0.41143

Calculated values
Energy: -37089.9954 eV
Largest force on an atom: 0.0947 hartree/bohr
Energy relative to the best compared isomer or geometry (same formula, charge and spin): 0.0 kJ/mol



No. 4
A molecular structure, C22H42Cl3CrN2O4SSi. Source: OMol25; level of theory: wB97M-V/def2-TZVPD.

Atoms and positions in Å:
C1 -1.19122 -3.90383 -2.83594
C2 -1.28415 -2.45842 -3.18373
H1 -1.99898 -4.50183 -3.26604
H2 -1.23790 -3.99655 -1.74841
H3 -0.23293 -4.32121 -3.17391
C3 -1.99916 -2.01740 -4.23862
C4 -2.89782 -2.88232 -5.08563
H4 -1.86980 -0.99698 -4.63539
H5 -3.20169 -3.80310 -4.57643
H6 -2.40199 -3.16329 -6.02771
H7 -3.80867 -2.32762 -5.34626
Cr1 -0.15802 -0.50082 0.53591
Cl1 1.86353 -1.35502 0.01437
Cl2 -0.61907 -1.64338 2.64194
H8 2.10950 2.18497 5.09391
H9 3.59020 0.02954 5.16891
C5 1.27093 1.54320 4.79410
C6 2.68619 -0.50555 4.83745
N1 1.80071 0.38573 4.09229
H10 0.57730 2.08745 4.14908
C7 1.53321 0.11209 2.82229
O1 0.67163 0.72392 2.11238
H11 2.98027 -1.34061 4.18385
H12 2.09322 -0.74534 2.42209
H13 0.76480 1.19932 5.70425
H14 2.18398 -0.90428 5.73067
H15 -3.39038 -2.02041 -1.09325
H16 -4.06819 0.24001 -2.85255
C8 -3.93055 -1.32812 -0.42306
C9 -4.41949 0.61902 -1.88583
N2 -3.63803 0.06243 -0.79237
H17 -3.60627 -1.51085 0.61174
C10 -2.70247 0.76761 -0.13727
O2 -2.06498 0.31708 0.85307
H18 -4.32866 1.70734 -1.87195
H19 -2.53634 1.80360 -0.50447
H20 -5.00958 -1.50512 -0.53691
H21 -5.46545 0.32453 -1.77365
O3 -1.05793 -1.39376 -1.07277
C11 -0.46241 -1.52230 -2.29329
C12 -1.07424 0.83246 -3.08716
C13 -0.14113 -0.19309 -3.01143
H22 -2.00173 0.72755 -2.50210
C14 -0.85987 1.90263 -3.97065
H23 0.49551 -2.02448 -2.12912
C15 1.05376 -0.10835 -3.72723
H24 -1.60642 2.70530 -4.03484
C16 0.32067 1.96337 -4.71860
C17 1.27950 0.95488 -4.60720
H25 1.79537 -0.90406 -3.58611
H26 0.48391 2.78865 -5.41832
H27 2.22594 1.01193 -5.15828
Si1 -0.93306 -3.77231 2.59160
Cl3 -1.09935 -3.65699 0.50720
C18 -2.53756 -3.49241 3.65192
C19 0.86416 -4.32181 2.97867
C20 -1.33022 -5.62927 3.04261
H28 -3.12857 -2.61690 3.34407
H29 -2.26642 -3.40743 4.71928
H30 -3.25247 -4.32919 3.65054
H31 -2.39145 -5.83456 2.85895
H32 -1.11064 -5.82355 4.10299
H33 -0.76287 -6.30252 2.39147
H34 1.62140 -3.54455 2.86289
H35 1.17894 -5.14576 2.31929
H36 0.91891 -4.71606 4.00609
C21 0.81063 3.55822 -1.40751
S1 1.34143 1.87403 -1.12552
C22 2.48350 2.21070 0.19778
O4 0.08082 1.26375 -0.50930
H37 1.69557 4.19879 -1.33295
H38 0.06658 3.79817 -0.64183
H39 0.37930 3.61186 -2.41247
H40 1.90747 2.54463 1.07522
H41 3.04265 1.28633 0.41155
H42 3.17101 3.00004 -0.14398

Calculated values
Charge: -1
Energy: -119371.0817 eV
Largest force on an atom: 0.0658 hartree/bohr
Multiplicity: 5
Expectation value of S²: 6.0107
Energy relative to the best compared isomer or geometry (same formula, charge and spin): 175.0 kJ/mol



No. 5
A molecular structure, C22H44As3AuN2SSi. Source: OMol25; level of theory: wB97M-V/def2-TZVPD.

Atoms and positions in Å:
Au1 0.63297 0.46730 0.52916
C1 -3.40919 5.20099 -1.30097
Si1 -3.32707 4.38478 0.36743
C2 -4.36866 2.83765 0.42166
C3 -3.81320 5.54000 1.74234
C4 -1.47326 3.97665 0.66440
C5 -0.60638 5.03270 0.95559
C6 0.75570 4.84651 1.17671
C7 1.26277 3.57091 1.10397
N1 0.45296 2.54134 0.82550
C8 -0.86336 2.73302 0.61114
S1 -1.59093 1.14987 0.29718
H1 -4.42861 5.53302 -1.50860
H2 -3.11286 4.51604 -2.09772
H3 -2.76258 6.07927 -1.35339
H4 -5.41691 3.14134 0.35680
H5 -4.24452 2.28725 1.35660
H6 -4.17544 2.16573 -0.41606
H7 -4.86611 5.81064 1.63789
H8 -3.24280 6.47041 1.73116
H9 -3.68540 5.07520 2.72173
H10 -1.00400 6.03938 1.01779
H11 1.40965 5.67569 1.40369
H12 2.30666 3.35296 1.26465
C9 4.14873 1.51736 0.45218
As1 3.04170 -0.03205 0.76727
C10 3.51386 -0.60462 2.54946
C11 3.75098 -1.27104 -0.54514
C12 3.08188 -2.63405 -0.75897
C13 3.21478 -3.48351 0.50911
C14 1.61846 -2.52197 -1.19327
As2 0.22865 -1.86302 -0.00736
C15 -1.35075 -2.07266 -1.09481
C16 0.03949 -2.99207 1.53753
C17 3.85872 -3.35739 -1.88289
As3 3.86798 -2.91530 -3.83272
C18 3.47369 -0.98797 -3.93655
C19 2.08899 -3.56166 -4.36476
H13 5.17416 1.17771 0.30757
H14 4.11904 2.17981 1.31409
H15 3.81410 2.04100 -0.44100
H16 4.52070 -1.01967 2.53867
H17 2.81390 -1.34941 2.91804
H18 3.48248 0.26491 3.20406
H19 4.78777 -1.42750 -0.23264
H20 3.77847 -0.69736 -1.47167
H21 2.79245 -2.99597 1.38953
H22 4.26600 -3.68556 0.71901
H23 2.71556 -4.44598 0.38764
H24 1.25777 -3.51589 -1.47557
H25 1.52694 -1.89623 -2.08259
H26 -1.08935 -2.69446 -1.94972
H27 -1.70519 -1.10346 -1.43490
H28 -2.11853 -2.54679 -0.48987
H29 0.12919 -4.02554 1.20437
H30 -0.94783 -2.79825 1.94975
H31 0.80497 -2.77621 2.27699
H32 3.55743 -4.41014 -1.88286
H33 4.91523 -3.36479 -1.60096
H34 4.32374 -0.40152 -3.58793
H35 2.56353 -0.67049 -3.42386
H36 3.34746 -0.77224 -4.99760
H37 1.94456 -4.57971 -4.00271
H38 2.06986 -3.59500 -5.45309
H39 1.26664 -2.93033 -4.02976
C20 -6.15711 -2.90724 1.87965
C21 -5.47311 -1.62620 2.36422
C22 -4.05544 -1.58257 2.00064
N2 -2.94277 -1.54823 1.71576
H40 -7.21299 -2.87147 2.13809
H41 -5.71931 -3.78525 2.35096
H42 -6.07368 -3.01297 0.79926
H43 -5.53402 -1.53541 3.44971
H44 -5.94925 -0.74033 1.94096

Calculated values
Charge: +2
Energy: -231416.2609 eV
Largest force on an atom: 0.0028 hartree/bohr
Energy relative to the best compared isomer or geometry (same formula, charge and spin): 17.3 kJ/mol



No. 6
2 unconnected molecules or ions with the total composition C4H15N2S. Source: OMol25; level of theory: wB97M-V/def2-TZVPD.

Atoms and positions in Å:
C1 2.53983 0.06545 0.83291
N1 1.59340 -1.02965 0.57901
C2 1.79204 -1.63822 -0.74926
H1 3.56203 -0.24118 0.63398
H2 2.30289 0.90918 0.17889
H3 2.46811 0.37850 1.86791
H4 1.70767 -1.74298 1.29144
H5 1.61126 -0.88260 -1.51675
H6 1.08771 -2.45691 -0.88783
H7 2.81472 -1.99632 -0.87892
C3 -1.26579 0.77662 -0.28133
C4 -2.70287 1.26275 -0.16311
S1 -3.06351 2.56704 -1.36757
N2 -0.91485 -0.23722 0.76651
H8 -0.56095 1.60197 -0.18481
H9 -1.11144 0.29079 -1.24717
H10 -2.89856 1.70987 0.81245
H11 -3.41249 0.44196 -0.29302
H12 -3.12697 1.76144 -2.43113
H13 0.19696 -0.59941 0.68374
H14 -1.50178 -1.06647 0.65841
H15 -1.11742 0.12538 1.69566

Calculated values
Charge: +1
Energy: -18200.4889 eV
Largest force on an atom: 0.0097 hartree/bohr
Energy relative to the best compared isomer or geometry (same formula, charge and spin): 52.9 kJ/mol